[1]
{"formula": "C29H65N5O8S2", "method": "the ωB97M-V functional and the def2-TZVPD basis", "symbols": ["C", "C", "C", "C", "C", "C", "C", "C", "C", "C", "C", "O", "S", "O", "O", "C", "C", "C", "S", "H", "H", "H", "H", "H", "H", "H", "H", "H", "H", "H", "H", "H", "H", "H", "H", "H", "H", "H", "H", "H", "H", "H", "H", "H", "H", "H", "H", "H", "H", "C", "C", "O", "N", "C", "H", "H", "H", "H", "H", "H", "H", "C", "C", "O", "N", "C", "H", "H", "H", "H", "H", "H", "H", "C", "C", "O", "N", "C", "H", "H", "H", "H", "H", "H", "H", "C", "C", "O", "N", "C", "H", "H", "H", "H", "H", "H", "H", "C", "C", "O", "N", "C", "H", "H", "H", "H", "H", "H", "H"], "positions_angstrom": [[-3.4533, -0.9452, -2.1968], [-2.1528, -1.2577, -2.9480], [-2.2967, -2.4485, -3.8895], [-2.6170, -3.8165, -3.2435], [-1.9811, -4.1445, -1.8861], [-0.5448, -4.6861, -1.9635], [0.5967, -3.6859, -2.1611], [1.0412, -2.9181, -0.9083], [-0.0300, -2.5213, 0.1009], [0.5871, -1.7241, 1.2572], [-0.3382, -1.5985, 2.4324], [-0.4895, -2.8741, 3.0920], [-2.0159, -3.3552, 3.2806], [-2.2872, -3.3583, 4.6946], [-1.7357, -4.9107, 2.9202], [-1.9262, -5.2797, 1.5397], [-2.8131, -6.5281, 1.4602], [-3.9895, -6.3402, 0.4925], [-4.5610, -7.9789, -0.0396], [-3.5084, -1.5080, -1.2612], [-4.3316, -1.1901, -2.7908], [-3.5038, 0.1072, -1.9164], [-1.3538, -1.4179, -2.2202], [-1.8534, -0.3903, -3.5413], [-1.4166, -2.5392, -4.5314], [-3.1258, -2.1989, -4.5597], [-3.7006, -3.9196, -3.1698], [-2.2898, -4.6007, -3.9342], [-2.5922, -4.9179, -1.4084], [-2.0263, -3.2837, -1.2201], [-0.5120, -5.4003, -2.7936], [-0.3419, -5.2756, -1.0603], [0.3494, -2.9913, -2.9698], [1.4598, -4.2524, -2.5229], [1.8113, -3.4878, -0.3891], [1.5135, -1.9836, -1.2284], [-0.5388, -3.4044, 0.4996], [-0.7720, -1.8761, -0.3799], [1.5437, -2.1591, 1.5525], [0.7649, -0.7026, 0.9119], [0.0220, -0.8722, 3.1610], [-1.3098, -1.2353, 2.0799], [-2.3736, -4.4423, 0.9997], [-0.9371, -5.4729, 1.1168], [-2.2143, -7.3795, 1.1351], [-3.1864, -6.7279, 2.4623], [-3.6845, -5.7614, -0.3773], [-4.8086, -5.8258, 0.9922], [-5.4043, -7.5714, -0.9884], [-0.1632, 3.1682, -0.4031], [0.0218, 2.2584, 0.7814], [-0.6613, 1.2518, 0.9381], [0.9839, 2.5984, 1.6720], [1.8685, 3.7541, 1.6388], [-0.9572, 2.7584, -1.0192], [-0.4495, 4.1626, -0.0628], [0.7535, 3.2321, -0.9919], [1.0860, 1.9415, 2.4292], [2.9151, 3.4558, 1.5649], [1.7250, 4.3587, 2.5371], [1.6306, 4.3687, 0.7772], [-2.9262, 7.3956, 2.0393], [-2.5993, 5.9577, 1.7090], [-1.8578, 5.6599, 0.7845], [-3.1599, 4.9923, 2.4785], [-4.0563, 5.1484, 3.6066], [-2.3999, 8.0296, 1.3331], [-3.9973, 7.5819, 1.9579], [-2.6081, 7.6464, 3.0516], [-2.9018, 4.0560, 2.2049], [-3.6218, 4.7188, 4.5103], [-5.0102, 4.6548, 3.4158], [-4.2482, 6.2005, 3.7881], [6.8030, 4.2047, 2.1516], [6.2841, 3.5231, 0.9069], [5.0931, 3.3084, 0.7386], [7.1926, 3.1615, -0.0341], [8.6317, 3.3360, -0.0089], [5.9551, 4.4282, 2.7910], [7.4971, 3.5594, 2.6913], [7.3173, 5.1335, 1.9036], [6.7812, 2.7274, -0.8457], [8.9628, 3.9571, -0.8421], [9.1420, 2.3734, -0.0733], [8.9323, 3.8183, 0.9149], [5.7813, -3.3413, 2.4021], [4.8477, -2.4210, 1.6498], [3.9100, -2.8461, 0.9996], [5.0803, -1.0833, 1.7440], [6.1215, -0.4108, 2.4888], [5.4532, -4.3613, 2.2311], [6.8081, -3.2315, 2.0510], [5.7568, -3.1335, 3.4723], [4.4194, -0.5188, 1.2321], [5.6947, 0.2574, 3.2396], [6.7563, 0.1795, 1.8270], [6.7454, -1.1393, 2.9968], [-4.7199, 3.6724, -5.4854], [-4.2845, 2.5532, -4.5656], [-4.6665, 1.4073, -4.7244], [-3.4454, 2.8815, -3.5474], [-2.9078, 4.1854, -3.2160], [-5.3801, 3.2492, -6.2355], [-5.2540, 4.4473, -4.9344], [-3.8622, 4.1294, -5.9800], [-3.1866, 2.0968, -2.9697], [-1.8178, 4.1819, -3.2623], [-3.2073, 4.4895, -2.2117], [-3.2735, 4.9272, -3.9184]], "forces_ev_per_a": [[0.30, -0.06, 0.25], [-0.18, 0.03, 0.11], [-0.07, -0.14, -0.04], [0.19, 0.06, -0.06], [0.13, 0.03, -0.06], [-0.03, -0.15, 0.01], [-0.13, 0.02, -0.05], [-0.07, 0.19, -0.11], [0.21, 0.19, 0.22], [0.04, -0.02, -0.35], [-0.17, 0.35, -0.06], [0.01, 0.09, -0.10], [0.08, -0.14, -0.08], [-0.04, -0.04, 0.11], [-0.24, -0.12, 0.09], [0.07, -0.18, 0.22], [-0.04, 0.29, -0.24], [0.03, -0.09, 0.20], [0.08, -0.16, 0.05], [-0.07, -0.08, -0.05], [-0.05, 0.12, -0.09], [-0.08, 0.01, -0.01], [0.05, 0.01, -0.14], [-0.04, 0.00, -0.05], [0.10, 0.05, 0.13], [0.08, -0.10, -0.12], [-0.06, 0.04, 0.14], [-0.18, 0.02, -0.09], [0.17, 0.14, -0.26], [-0.08, 0.00, -0.03], [-0.03, -0.05, 0.05], [0.06, 0.05, -0.05], [-0.13, 0.00, 0.06], [0.02, 0.08, -0.02], [0.04, -0.02, 0.08], [0.22, -0.09, -0.01], [0.09, 0.14, -0.12], [-0.10, -0.13, 0.15], [-0.01, -0.04, 0.07], [0.16, -0.04, -0.01], [0.06, -0.11, 0.10], [-0.03, -0.04, 0.09], [-0.05, 0.01, -0.03], [-0.11, 0.09, 0.01], [0.01, -0.04, 0.08], [0.01, -0.16, 0.03], [-0.12, -0.17, 0.12], [0.03, 0.13, -0.03], [-0.13, 0.08, -0.09], [0.01, 0.00, -0.03], [-0.03, -0.08, -0.13], [0.01, 0.09, 0.10], [0.09, 0.00, 0.05], [-0.08, -0.15, 0.08], [-0.03, -0.03, -0.01], [-0.01, 0.03, -0.12], [0.00, 0.03, 0.01], [0.00, 0.00, 0.03], [-0.06, 0.02, -0.01], [0.02, 0.03, -0.04], [0.01, 0.04, 0.01], [0.03, -0.01, -0.04], [-0.05, -0.07, 0.07], [0.02, 0.12, -0.05], [-0.02, -0.02, 0.04], [0.05, -0.06, -0.06], [0.01, -0.01, -0.01], [-0.01, 0.01, 0.03], [-0.03, 0.01, 0.01], [0.00, -0.01, 0.00], [0.00, 0.02, 0.01], [-0.01, 0.02, 0.00], [-0.01, 0.02, 0.02], [-0.04, -0.03, 0.02], [-0.02, 0.06, -0.03], [0.06, -0.06, 0.05], [0.06, -0.05, -0.01], [-0.09, -0.05, -0.05], [-0.02, -0.01, -0.01], [0.03, 0.02, 0.00], [0.03, -0.01, 0.01], [-0.01, -0.01, -0.01], [0.01, 0.02, 0.01], [0.00, 0.01, 0.02], [0.02, 0.01, 0.02], [0.00, -0.04, -0.05], [-0.03, 0.05, 0.16], [0.02, -0.04, -0.09], [0.00, 0.02, -0.05], [-0.09, 0.02, -0.02], [-0.02, 0.00, -0.01], [0.02, 0.00, 0.03], [0.02, 0.00, 0.00], [0.00, 0.01, 0.00], [0.02, -0.01, 0.02], [0.05, 0.03, -0.03], [0.01, 0.02, 0.02], [-0.03, -0.03, -0.03], [0.00, 0.07, -0.01], [0.02, -0.05, 0.00], [0.02, -0.01, 0.01], [-0.02, -0.10, 0.05], [0.00, -0.02, 0.00], [0.01, 0.03, -0.01], [-0.01, 0.03, 0.01], [0.01, -0.01, 0.02], [0.02, 0.02, 0.00], [0.02, 0.02, 0.01], [0.01, 0.02, 0.00]], "lowdin_charge": [-0.093, -0.257, -0.212, -0.184, -0.206, -0.188, -0.189, -0.188, -0.194, -0.179, -0.256, -0.311, 0.902, -0.382, -0.323, -0.250, -0.236, -0.567, 0.704, 0.066, 0.076, 0.052, 0.073, 0.101, 0.099, 0.107, 0.103, 0.105, 0.072, 0.074, 0.108, 0.098, 0.097, 0.107, 0.099, 0.117, 0.078, 0.098, 0.102, 0.099, 0.117, 0.102, 0.089, 0.115, 0.097, 0.117, 0.034, 0.078, -0.158, -0.009, -0.542, 0.016, 0.021, -0.062, 0.069, 0.050, 0.090, 0.135, 0.054, 0.083, 0.076, -0.009, -0.541, 0.020, 0.015, -0.074, 0.081, 0.085, 0.084, 0.143, 0.085, 0.085, 0.070, -0.007, -0.551, 0.019, 0.010, -0.075, 0.082, 0.083, 0.086, 0.141, 0.084, 0.083, 0.070, -0.010, -0.541, 0.035, 0.015, -0.081, 0.083, 0.083, 0.084, 0.140, 0.084, 0.074, 0.069, -0.014, -0.552, 0.034, 0.016, -0.077, 0.081, 0.082, 0.082, 0.115, 0.081, 0.083, 0.069], "largest_force_ev_per_a": 0.4, "energy_ev": -76629.5997, "homo_lumo_gap_ev": 9.1, "homo_ha": -0.324, "relative_energy_kcal_mol": 0.0}

***

[2]
{"formula": "C29H67N11O15P2", "method": "the ωB97M-V functional and the def2-TZVPD basis", "symbols": ["N", "C", "O", "N", "P", "P", "O", "O", "O", "C", "O", "O", "H", "H", "H", "H", "C", "N", "C", "C", "O", "H", "H", "H", "H", "H", "H", "H", "C", "N", "C", "C", "O", "H", "H", "H", "H", "H", "H", "H", "C", "N", "C", "C", "O", "H", "H", "H", "H", "H", "H", "H", "C", "N", "C", "C", "O", "H", "H", "H", "H", "H", "H", "H", "C", "N", "C", "C", "O", "H", "H", "H", "H", "H", "H", "H", "C", "N", "C", "C", "O", "H", "H", "H", "H", "H", "H", "H", "C", "N", "C", "C", "O", "H", "H", "H", "H", "H", "H", "H", "C", "N", "C", "C", "O", "H", "H", "H", "H", "H", "H", "H", "C", "N", "C", "C", "O", "H", "H", "H", "H", "H", "H", "H"], "positions_angstrom": [[-0.7212, 2.7289, -0.3106], [-1.0328, 1.7171, -0.7635], [-1.3572, 0.6292, -1.3968], [-1.2235, -0.5394, -0.5097], [-2.5697, -1.6044, -0.6370], [-4.1321, -0.2896, 0.1772], [-5.1674, -1.0905, 0.8213], [-4.6421, 0.7288, -0.9177], [-3.3088, 0.6484, 1.1554], [0.0482, -1.1859, -0.7650], [0.6228, -1.1165, -1.8025], [0.4818, -1.8211, 0.3350], [-2.8386, -1.6650, -2.0242], [-4.5135, 0.4140, -1.8211], [-2.8407, 0.0712, 1.7849], [-0.2410, -2.3813, 0.6728], [-4.4273, -5.6494, 1.7775], [-3.3584, -4.7878, 2.2447], [-2.3221, -5.3461, 3.1059], [-3.3096, -3.5011, 1.9116], [-2.4247, -2.7154, 2.2585], [-4.9832, -6.0618, 2.6206], [-4.0237, -6.4754, 1.1898], [-5.1116, -5.0763, 1.1563], [-2.3019, -4.8300, 4.0645], [-1.3373, -5.2393, 2.6578], [-2.5310, -6.3993, 3.2704], [-4.1493, -3.1827, 1.2817], [5.0642, 0.6019, -1.5015], [4.7973, -0.4624, -0.5495], [3.5689, -1.2365, -0.6927], [5.6501, -0.7493, 0.4352], [5.5003, -1.6381, 1.2629], [4.2756, 1.3561, -1.4619], [5.1260, 0.2021, -2.5136], [6.0153, 1.0719, -1.2645], [2.9651, -1.1582, 0.2085], [3.8109, -2.2882, -0.8506], [3.0083, -0.8619, -1.5402], [6.5417, -0.1013, 0.4344], [-1.1251, -0.6060, 4.4274], [-0.7787, -1.0049, 5.7760], [-0.1556, -0.0492, 6.6735], [-1.0163, -2.2491, 6.2331], [-0.7494, -2.6260, 7.3578], [-0.2313, -0.2932, 3.8808], [-1.8334, 0.2277, 4.4473], [-1.5806, -1.4439, 3.9047], [0.8201, -0.4089, 7.0015], [-0.7690, 0.1019, 7.5621], [-0.0356, 0.8970, 6.1519], [-1.4843, -2.9022, 5.4775], [5.0493, -2.9078, 3.8823], [3.9826, -3.7165, 4.4484], [4.2287, -4.5498, 5.6119], [2.7560, -3.7151, 3.9113], [1.8151, -4.3746, 4.3250], [5.8741, -3.5424, 3.5546], [5.4219, -2.1982, 4.6249], [4.6755, -2.3610, 3.0236], [4.0336, -5.5980, 5.3833], [3.5760, -4.2629, 6.4367], [5.2662, -4.4321, 5.9130], [2.6735, -3.0505, 3.0340], [7.6196, -4.1754, -0.8544], [7.4841, -3.3588, -2.0432], [7.2092, -3.9891, -3.3275], [7.5973, -2.0253, -2.0035], [7.4750, -1.2833, -2.9653], [8.4457, -4.8811, -0.9627], [6.7037, -4.7383, -0.6669], [7.8115, -3.5370, 0.0055], [8.0020, -3.7594, -4.0384], [6.2741, -3.6223, -3.7434], [7.1414, -5.0650, -3.2002], [7.8068, -1.6431, -0.9898], [5.5082, -2.8094, -8.9149], [5.7738, -3.1970, -7.5456], [6.1272, -2.1773, -6.5675], [5.7058, -4.4749, -7.1353], [5.9245, -4.8324, -5.9927], [6.3826, -2.3304, -9.3596], [4.6690, -2.1132, -8.9660], [5.2619, -3.6928, -9.5000], [7.1083, -2.3744, -6.1369], [5.4063, -2.1608, -5.7505], [6.1376, -1.2075, -7.0574], [5.4304, -5.1790, -7.9388], [-3.9828, 4.3085, -0.5796], [-4.0325, 4.5343, -2.0136], [-5.1083, 5.3563, -2.5478], [-3.1379, 4.0051, -2.8579], [-3.1558, 4.1388, -4.0713], [-4.9036, 3.8204, -0.2507], [-3.8761, 5.2566, -0.0535], [-3.1374, 3.6684, -0.3377], [-5.7128, 4.7836, -3.2440], [-4.6995, 6.2208, -3.0741], [-5.7293, 5.6914, -1.7262], [-2.3600, 3.4113, -2.3475], [-0.7018, 8.9852, -0.1888], [-1.8026, 8.1766, 0.2918], [-1.5866, 7.2650, 1.4042], [-3.0263, 8.2331, -0.2607], [-3.9767, 7.5688, 0.1101], [0.1197, 8.3554, -0.5351], [-0.3282, 9.6411, 0.6001], [-1.0407, 9.5998, -1.0197], [-1.7932, 6.2375, 1.1051], [-2.2462, 7.5128, 2.2360], [-0.5519, 7.3426, 1.7271], [-3.0911, 8.9422, -1.1029], [-10.1513, 3.3756, 0.6404], [-9.2702, 4.0695, -0.2750], [-9.1923, 5.5211, -0.2333], [-8.5091, 3.4177, -1.1721], [-7.7563, 3.9671, -1.9541], [-11.1882, 3.6831, 0.4907], [-9.8753, 3.5806, 1.6766], [-10.0792, 2.3039, 0.4687], [-9.4785, 5.9481, -1.1945], [-8.1752, 5.8458, -0.0134], [-9.8625, 5.8880, 0.5396], [-8.6269, 2.3214, -1.1284]], "forces_ev_per_a": [[-0.03, -0.08, 0.13], [0.23, -0.07, -0.13], [-0.04, -0.26, 0.07], [-0.06, 0.51, -0.43], [-0.01, -0.68, 0.30], [-0.19, -0.02, 0.14], [-0.24, -0.43, -0.07], [0.26, 0.16, -0.10], [0.22, -0.16, -0.15], [-0.10, 0.01, -0.23], [0.17, 0.30, 0.33], [-0.18, -0.61, -0.51], [-0.04, 0.46, -0.10], [-0.09, 0.21, -0.05], [-0.07, 0.26, 0.20], [0.04, 0.27, 0.56], [0.03, -0.03, 0.07], [0.16, -0.18, 0.14], [-0.04, 0.06, 0.04], [0.02, 0.25, -0.01], [-0.05, -0.08, -0.09], [-0.02, 0.00, 0.00], [0.00, 0.00, -0.01], [-0.01, 0.02, -0.01], [-0.02, -0.01, 0.03], [0.07, 0.01, -0.06], [-0.01, -0.02, 0.00], [-0.04, 0.07, 0.01], [-0.10, -0.06, 0.00], [-0.20, 0.15, -0.25], [0.42, 0.01, 0.12], [0.15, -0.07, 0.13], [0.03, 0.09, -0.27], [0.01, 0.01, 0.02], [0.05, -0.01, 0.00], [0.04, 0.00, -0.01], [-0.04, -0.01, 0.04], [-0.07, -0.03, -0.01], [0.00, 0.02, -0.05], [-0.02, 0.03, 0.03], [0.10, 0.04, 0.16], [-0.02, 0.15, -0.10], [-0.02, -0.06, -0.02], [0.01, -0.17, 0.10], [-0.04, 0.02, -0.03], [-0.03, 0.01, -0.05], [0.00, 0.02, -0.03], [0.02, -0.02, -0.01], [0.01, 0.00, 0.00], [0.00, 0.01, 0.01], [0.00, 0.02, -0.01], [0.02, 0.01, 0.00], [-0.16, -0.18, 0.31], [0.19, 0.07, 0.04], [-0.04, 0.04, -0.05], [-0.32, -0.10, -0.06], [0.02, 0.06, -0.08], [0.04, 0.05, -0.05], [0.04, 0.01, -0.03], [0.07, -0.05, 0.06], [0.00, -0.01, 0.00], [-0.01, 0.00, 0.01], [0.03, 0.00, 0.01], [-0.01, 0.00, 0.01], [-0.01, 0.00, -0.10], [0.02, -0.17, -0.04], [-0.01, 0.11, 0.09], [-0.04, 0.18, 0.08], [-0.02, -0.01, 0.00], [0.01, 0.00, 0.01], [-0.01, 0.00, 0.02], [-0.02, 0.02, 0.02], [0.00, -0.03, -0.04], [-0.02, -0.04, -0.04], [0.00, -0.03, 0.03], [0.05, -0.02, -0.02], [0.02, 0.03, 0.11], [0.01, 0.15, -0.07], [-0.01, -0.08, -0.03], [0.02, -0.01, 0.07], [-0.02, -0.11, -0.01], [0.00, -0.01, -0.02], [-0.01, 0.00, -0.02], [-0.01, -0.02, -0.02], [0.01, 0.01, 0.01], [-0.01, 0.01, 0.01], [0.00, 0.02, -0.01], [0.00, 0.00, 0.01], [-0.05, -0.01, -0.12], [-0.08, 0.11, 0.16], [0.22, 0.05, -0.14], [0.00, -0.13, -0.10], [0.03, 0.03, 0.02], [0.03, -0.02, 0.03], [-0.04, 0.00, 0.04], [0.02, -0.03, 0.00], [-0.08, -0.02, -0.02], [0.02, -0.01, 0.02], [-0.05, 0.02, 0.04], [-0.03, 0.05, 0.02], [-0.03, -0.09, 0.07], [0.15, 0.02, 0.06], [-0.05, 0.01, -0.05], [-0.10, -0.04, -0.10], [-0.02, 0.06, 0.02], [0.01, 0.01, -0.02], [0.00, 0.02, -0.01], [-0.01, 0.02, -0.02], [0.02, -0.01, 0.00], [0.00, 0.00, 0.01], [0.03, 0.00, 0.01], [-0.01, 0.01, 0.02], [0.04, 0.10, -0.03], [-0.12, 0.06, 0.12], [0.03, -0.06, -0.02], [0.11, -0.04, -0.07], [-0.09, -0.11, 0.03], [-0.01, -0.02, 0.00], [0.00, -0.02, 0.01], [0.00, -0.03, 0.00], [-0.01, 0.01, -0.01], [0.01, 0.01, 0.01], [-0.02, 0.01, 0.02], [0.00, 0.01, -0.01]], "lowdin_charge": [0.198, -0.349, -0.023, -0.257, 0.962, 0.259, -0.301, -0.130, -0.138, -0.605, 0.165, 0.109, -0.046, 0.084, 0.074, 0.102, -0.044, -0.177, -0.016, -0.380, -0.073, 0.094, 0.092, 0.088, 0.085, 0.095, 0.090, 0.092, -0.050, -0.174, -0.024, -0.361, -0.017, 0.091, 0.084, 0.086, 0.081, 0.101, 0.072, 0.135, -0.062, -0.193, -0.045, -0.347, 0.012, 0.092, 0.089, 0.046, 0.091, 0.091, 0.083, 0.123, -0.060, -0.193, -0.042, -0.358, -0.009, 0.091, 0.092, 0.041, 0.090, 0.092, 0.083, 0.131, -0.053, -0.183, -0.045, -0.363, -0.003, 0.088, 0.091, 0.081, 0.091, 0.073, 0.090, 0.122, -0.061, -0.194, -0.033, -0.346, 0.006, 0.089, 0.089, 0.081, 0.089, 0.091, 0.087, 0.132, -0.048, -0.165, -0.047, -0.362, -0.006, 0.086, 0.058, 0.052, 0.078, 0.091, 0.072, 0.106, -0.059, -0.194, -0.034, -0.344, -0.001, 0.091, 0.088, 0.082, 0.084, 0.093, 0.086, 0.135, -0.061, -0.197, -0.036, -0.343, 0.009, 0.088, 0.089, 0.081, 0.093, 0.091, 0.084, 0.134], "largest_force_ev_per_a": 0.8, "energy_ev": -96841.0152, "smiles": "N#CON(PP(=O)(O)O)C(=O)O.CN(C)C=O.CN(C)C=O.CN(C)C=O.CN(C)C=O.CN(C)C=O.CN(C)C=O.CN(C)C=O.CN(C)C=O.CN(C)C=O", "homo_lumo_gap_ev": 8.4, "homo_ha": -0.310, "relative_energy_kcal_mol": 0.0}